Entry 1:
This record from the OMol25 dataset describes a cluster of 11 separate species, C27H80N4O15 in total at a distorted geometry. The level of theory is the ωB97M-V functional and the def2-TZVPD basis.

Geometry as XYZ:
```
126
Properties=species:S:1:pos:R:3:lowdin_charge:R:1
O 1.05 -1.39 1.04 -0.1907
O -5.13 -1.66 -0.65 -0.1205
O 0.78 5.51 1.11 -0.0665
O -1.64 -1.25 -3.71 -0.1246
O 3.06 -2.95 6.70 -0.1784
O -1.40 -5.46 -2.91 -0.1792
O 0.85 2.91 5.21 -0.0680
O -2.89 2.73 -5.90 -0.1809
O -2.50 -0.83 -6.28 -0.0991
O -1.02 5.49 -1.43 -0.0532
O -1.12 1.56 2.45 -0.0545
O 4.75 1.36 2.10 -0.0781
O 2.59 5.18 -3.55 -0.1091
O 2.71 2.60 0.85 -0.0926
O 4.78 -4.04 -0.81 -0.1060
N -0.92 -0.55 -0.97 0.0713
N 0.77 -0.16 6.99 0.0376
N -3.43 0.47 -2.98 0.0606
N -1.24 -3.39 0.11 0.0381
C 0.39 4.43 0.23 -0.2479
C 0.52 -0.19 -0.99 -0.3815
C 0.16 -2.48 7.35 -0.0624
C 3.62 -3.28 -0.57 -0.1709
C -1.21 -1.39 -6.00 -0.2123
C 4.02 2.34 2.86 -0.2255
C -3.48 1.75 -3.72 -0.3998
C 4.06 -3.30 5.79 -0.1192
C 3.44 3.30 1.86 -0.2315
C -0.71 -0.84 -4.70 -0.2347
C -0.99 4.58 -0.34 -0.2395
C -0.72 -4.20 -1.00 -0.4198
C -4.50 -0.91 0.36 -0.1768
C -4.03 3.53 -6.16 -0.1108
C -3.20 1.53 -5.21 -0.2109
C -2.37 -6.33 -3.41 -0.1216
C 2.28 -1.88 6.22 -0.2277
C 1.71 -1.42 2.27 -0.1108
C -0.32 2.37 4.61 -0.2518
C 1.11 -0.14 0.40 -0.2096
C 2.30 3.83 -3.27 -0.1794
C -2.50 2.71 -3.09 -0.0479
C 0.70 1.19 -1.60 -0.0428
C -0.30 2.50 3.12 -0.2654
C 0.21 -5.28 -0.47 -0.0523
C 1.31 -1.47 7.31 -0.4416
C -1.88 -4.66 -1.86 -0.2152
H -1.99 1.95 2.31 0.0937
H 0.29 -1.23 -4.46 0.1266
H -2.38 -3.78 -2.29 0.1253
H 2.64 3.50 -2.28 0.0589
H 4.83 -2.52 5.71 0.0873
H -1.70 4.91 0.43 0.1257
H -1.29 -2.48 -5.97 0.1217
H 0.73 2.40 2.75 0.1014
H -3.68 4.39 -6.72 0.0878
H -3.88 -0.27 -3.52 0.0677
H -4.79 -1.36 -1.49 0.0465
H -0.12 -3.53 -1.63 0.1340
H -4.49 3.89 -5.24 0.0832
H -0.47 -3.08 0.69 0.0561
H 1.03 -0.97 -1.57 0.1389
H 3.15 -3.04 -1.52 0.0812
H -0.55 3.52 2.80 0.1213
H 1.22 3.73 -3.30 0.0749
H -4.48 2.18 -3.57 0.1307
H 1.79 -1.50 8.29 0.1399
H 2.17 0.16 0.31 0.1168
H -2.60 -5.19 -1.22 0.1317
H -1.34 3.62 -0.72 0.0891
H 1.83 -2.43 2.68 0.0793
H 2.88 -3.77 0.06 0.0568
H 1.00 -4.79 0.10 0.0481
H 3.35 5.50 -3.05 0.0720
H 3.65 -3.50 4.79 0.0828
H -1.34 -0.11 -0.15 0.0820
H -2.97 -0.82 -5.45 0.0472
H -3.41 -0.86 0.21 0.0485
H -0.95 -1.54 -0.69 0.0340
H -1.27 2.67 5.09 0.1230
H 4.26 3.83 1.36 0.1271
H 0.53 -3.50 7.45 0.0784
H -2.49 3.69 -3.55 0.0848
H 4.55 -4.23 6.11 0.0879
H 1.75 -2.16 5.31 0.1175
H -1.32 -0.95 -2.84 0.0246
H 1.11 4.37 -0.59 0.1105
H 1.02 3.78 4.82 0.0819
H -2.01 -6.73 -4.35 0.0868
H -0.51 -2.26 8.19 0.0751
H 0.59 0.64 0.98 0.1114
H -0.47 -2.38 6.46 0.0804
H -0.02 0.13 7.56 0.0786
H 2.75 -1.06 2.19 0.0846
H 0.52 3.53 0.82 0.0716
H -0.71 6.35 -1.13 0.0815
H 3.84 -2.32 -0.08 0.0738
H -3.29 -5.77 -3.67 0.0916
H 1.44 0.57 7.19 0.0774
H -0.30 -5.99 0.19 0.0833
H -0.68 0.25 -4.75 0.1111
H -2.85 2.88 -2.06 0.0752
H -2.28 0.95 -5.29 0.0888
H 0.78 -5.85 -1.21 0.0821
H 1.18 -0.81 3.02 0.0915
H -2.64 -7.13 -2.71 0.0889
H -4.01 1.01 -5.74 0.1303
H 5.25 -4.18 0.02 0.0748
H -4.70 -1.37 1.32 0.0753
H 0.18 1.26 -2.56 0.0566
H 3.41 2.06 0.47 0.0752
H 1.04 6.26 0.58 0.0796
H -4.80 0.15 0.38 0.0738
H 2.79 4.02 2.35 0.1126
H 0.37 1.97 -0.92 0.0688
H -1.92 -3.87 0.69 0.0867
H -4.76 2.98 -6.77 0.0898
H 4.71 2.87 3.51 0.1253
H 1.77 1.36 -1.80 0.0794
H 2.72 3.14 -4.01 0.0803
H 2.95 -1.03 6.00 0.1268
H -0.30 1.31 4.90 0.1034
H -2.47 0.18 -2.87 0.0181
H 5.32 0.90 2.71 0.0869
H -0.61 -1.09 -6.86 0.1266
H -1.48 2.32 -2.96 0.0571
H 3.22 1.84 3.42 0.1149
```

The spin multiplicity is 1. Its SMILES is COC[C@H](C)N.COC[C@H](C)N.COC[C@H](C)N.COC[C@H](C)N.OCCO.OCCO.OCCO.OCCO.CO.CO.CO. As for the relative energy (zero: lowest compared OMol25 entry of this formula, charge and spin): 0.0 kJ/mol. As for the HOMO-LUMO gap: 8.54 eV. The total energy is -65963.3644 eV.

=====

Entry 2:
This record from the OMol25 dataset describes a cluster of 13 separate species, C27H80O13 in total at a distorted geometry. The level of theory is the ωB97M-V functional and the def2-TZVPD basis.

Geometry as XYZ:
```
120
Properties=species:S:1:pos:R:3:lowdin_charge:R:1
O 4.12 -0.06 -4.13 -0.0605
O 1.18 3.43 -0.64 -0.0698
O 0.49 -1.12 0.75 -0.1430
O 3.53 -2.62 -3.14 -0.1233
O -3.35 -3.85 2.02 -0.1062
O -6.00 0.77 -0.25 -0.0317
O -3.93 1.65 1.61 -0.1069
O 0.36 3.67 2.12 -0.0837
O 2.51 -6.06 2.11 -0.0467
O 0.32 -1.47 6.17 -0.0310
O -0.47 -3.18 -0.83 -0.1328
O 2.86 -0.41 2.34 -0.1615
O -1.13 1.90 -5.96 -0.0648
C 1.52 3.72 4.21 -0.0516
C 0.54 4.55 -1.18 -0.4634
C -5.49 0.45 -1.53 -0.4881
C 2.84 1.39 -2.74 -0.0421
C -0.70 1.17 -3.71 -0.0432
C 4.25 0.98 -3.16 -0.4673
C 5.03 0.42 -1.99 -0.0497
C -3.30 2.80 1.17 -0.1787
C 2.58 -5.49 -0.23 -0.0523
C -1.00 4.42 -0.89 -0.0401
C -0.66 2.48 4.01 -0.0489
C 2.30 -3.75 1.54 -0.0515
C -0.76 0.73 -5.19 -0.4399
C 0.64 2.87 3.28 -0.4285
C 2.36 -2.66 -2.31 -0.1502
C -4.91 1.66 -2.28 -0.0431
C -0.06 -2.37 5.15 -0.5093
C 0.09 0.04 0.06 -0.1195
C -0.09 -1.75 3.78 -0.0574
C -1.95 -0.23 -5.41 -0.0615
C -4.48 -0.69 -1.39 -0.0719
C 3.02 -5.08 1.22 -0.4361
C 3.84 0.29 1.55 -0.1250
C -1.39 -2.96 5.58 -0.0653
C -1.40 -2.77 -1.80 -0.1208
C -3.11 -2.44 1.83 -0.1371
C 1.12 5.88 -0.63 -0.0488
H 0.92 3.45 0.29 0.0349
H -1.76 -3.79 4.97 0.0831
H 1.77 3.23 5.14 0.0803
H -4.38 1.51 -3.23 0.0647
H 3.28 0.84 0.80 0.0707
H -1.80 -1.22 -5.00 0.0693
H -1.39 -3.20 6.64 0.0783
H 0.92 -1.45 3.50 0.0553
H 0.70 6.77 -1.12 0.0765
H 0.54 -3.28 5.10 0.1310
H -5.22 1.00 0.27 0.0361
H -1.68 -3.57 -2.49 0.0923
H 1.65 -1.92 -2.69 0.0670
H 3.10 -6.02 2.86 0.0872
H -2.29 2.66 0.79 0.0523
H 3.72 -1.72 -3.43 0.0103
H 2.91 2.27 -2.10 0.0747
H 2.81 -6.55 -0.37 0.0735
H 3.82 0.37 -4.93 0.1012
H 0.16 -1.88 0.28 0.0203
H 4.80 1.81 -3.60 0.1382
H 4.48 0.84 2.25 0.0822
H 0.47 0.08 -0.96 0.0538
H 2.58 -2.43 -1.27 0.0609
H -1.37 1.98 3.35 0.0601
H 2.33 -3.52 2.61 0.0788
H 2.20 5.92 -0.77 0.0764
H -1.20 4.48 0.19 0.0525
H 6.07 0.28 -2.28 0.0830
H -0.79 -3.96 -0.37 0.0922
H -3.84 3.31 0.36 0.0815
H 0.78 4.56 -2.24 0.1291
H 4.49 -0.43 1.04 0.0658
H -5.73 2.36 -2.45 0.0812
H 1.88 -3.64 -2.31 0.0636
H -3.62 -0.51 -0.75 0.0581
H 0.97 4.58 4.60 0.0794
H 2.71 -2.91 0.98 0.0598
H 1.51 -5.47 -0.44 0.0655
H -1.11 1.67 -6.89 0.0804
H 1.26 -3.77 1.21 0.0620
H -1.03 -1.94 -2.39 0.0702
H 0.97 5.95 0.44 0.0643
H 0.03 4.53 2.41 0.0908
H -1.21 3.30 4.46 0.0806
H 1.18 -1.15 5.89 0.0863
H 3.08 -4.96 -1.03 0.0628
H 1.13 1.93 3.00 0.1300
H -2.17 -2.20 5.58 0.0744
H -0.39 1.74 4.77 0.0784
H -4.20 1.76 2.52 0.0982
H -4.15 2.11 -1.64 0.0546
H 2.25 -0.86 1.75 0.0057
H 2.34 0.55 -2.27 0.0680
H -0.37 -2.42 2.97 0.0668
H -1.49 5.27 -1.35 0.0760
H -2.10 -2.18 1.51 0.0543
H -4.99 -1.54 -0.94 0.0780
H -0.98 0.14 -0.10 0.0747
H -4.17 -1.02 -2.38 0.0748
H -3.12 3.49 1.99 0.0847
H 4.11 -5.02 1.19 0.1367
H 0.00 1.99 -3.56 0.0623
H -3.80 -1.97 1.13 0.0567
H 4.66 -0.54 -1.63 0.0739
H -2.89 0.23 -5.11 0.0731
H 5.10 1.13 -1.16 0.0792
H -0.69 -0.83 3.78 0.0845
H -6.28 0.08 -2.17 0.1341
H -0.46 0.34 -3.05 0.0554
H -3.26 -1.96 2.80 0.0795
H -1.54 3.57 -1.31 0.0611
H -2.06 -0.40 -6.48 0.0716
H 2.31 1.70 -3.64 0.0705
H 0.43 0.89 0.65 0.0779
H -2.86 -4.28 1.30 0.0548
H 2.43 3.99 3.68 0.0832
H -2.32 -2.44 -1.31 0.0595
H -1.63 1.66 -3.41 0.0715
H 0.15 0.26 -5.56 0.1304
```

The spin multiplicity is 1. As for the relative energy (zero: lowest compared OMol25 entry of this formula, charge and spin): 470.3 kJ/mol. As for the HOMO-LUMO gap: 10.10 eV. The total energy is -55910.4645 eV.